Below is a molecular structure, C25H32GeN2PtSi, with properties calculated with ωB97M-V with the def2-TZVPD basis set.

```
62
Properties=species:S:1:pos:R:3:forces:R:3:lowdin_charge:R:1
Pt 0.076484 0.259005 1.441340 0.31 0.24 0.35 1.028
C 1.816071 1.695666 1.229495 0.18 0.10 -0.15 -0.270
C 2.109613 1.051409 2.457543 0.06 -0.27 0.29 -0.198
C 1.183422 1.492239 3.445874 -0.17 -0.09 -0.21 -0.146
C 0.249732 2.313881 2.807212 0.03 0.09 -0.36 -0.176
C 0.645070 2.457703 1.425162 -0.25 0.11 0.08 -0.245
H 2.372930 1.617997 0.311626 0.10 0.02 -0.02 0.101
H 2.932720 0.373651 2.625642 -0.03 0.04 0.03 0.091
H 1.134182 1.163223 4.470382 0.08 -0.05 0.02 0.099
H -0.623272 2.786235 3.229622 0.06 -0.02 0.14 0.099
H 0.172816 3.086248 0.691436 -0.08 -0.01 -0.05 0.080
C -4.025056 5.002118 -1.672051 0.02 -0.03 -0.01 -0.020
N -2.865206 4.136336 -1.738068 -0.03 0.01 0.05 -0.142
C -1.906341 4.122119 -2.718165 0.04 -0.04 -0.03 -0.075
C -1.061945 3.099278 -2.394609 -0.03 0.04 0.03 -0.145
N -1.476740 2.483196 -1.240661 -0.06 0.06 -0.13 0.057
C -2.558748 3.130131 -0.881953 0.08 -0.04 0.03 -0.186
H -3.760143 5.994732 -2.029485 0.00 0.01 0.01 0.090
H -4.354504 5.079879 -0.638392 -0.01 0.00 0.00 0.090
H -4.841410 4.609243 -2.278065 0.00 0.01 0.00 0.092
H -1.908333 4.828553 -3.530242 -0.02 0.00 0.00 0.113
H -0.174701 2.783313 -2.915847 0.03 -0.03 -0.03 0.083
H -3.150034 2.924582 -0.002667 -0.02 0.02 0.00 0.122
C -4.369774 -0.203261 0.198503 0.01 -0.11 0.02 -0.216
Ge -2.752609 -1.327922 0.111740 -0.14 0.05 0.00 0.697
C -2.068820 -1.262336 -1.712331 0.11 0.07 0.03 -0.215
C -3.257321 -3.144052 0.645752 0.05 0.04 0.04 -0.222
C -1.597909 -0.520330 1.479544 -0.15 -0.22 -0.25 -0.450
H -5.153405 -0.631768 -0.428922 0.00 0.01 0.00 0.019
H -4.161534 0.805390 -0.155953 0.03 -0.01 -0.02 -0.013
H -4.745423 -0.145519 1.221303 0.00 0.00 -0.01 0.018
H -2.667307 -1.902918 -2.361142 -0.07 0.02 0.02 0.023
H -1.035160 -1.594764 -1.782411 0.01 -0.01 0.01 -0.018
H -2.120527 -0.233633 -2.071536 0.01 -0.02 -0.01 0.008
H -4.030012 -3.529584 -0.020394 0.00 0.00 0.01 0.018
H -3.642954 -3.143186 1.665491 -0.03 -0.01 0.00 0.017
H -2.397352 -3.809553 0.607703 0.04 -0.04 -0.03 0.007
H -2.152287 -0.372868 2.416768 -0.05 0.05 0.05 -0.027
C 3.105217 -0.371679 -3.669016 -0.02 0.04 -0.03 -0.095
C 2.053010 0.386191 -3.173844 -0.03 0.05 0.00 -0.088
C 1.440564 0.040431 -1.976021 0.15 -0.18 -0.07 -0.127
C 1.862841 -1.088314 -1.260116 -0.31 0.25 -0.02 -0.316
C 2.917429 -1.841806 -1.779737 -0.03 -0.05 0.03 -0.105
C 3.539173 -1.485809 -2.969289 0.01 -0.06 0.06 -0.089
Si 0.969534 -1.575400 0.332349 0.14 -0.11 0.12 0.560
C 2.252168 -2.390109 1.442613 0.07 -0.05 -0.03 -0.336
C 3.576334 -1.947493 1.490403 0.02 -0.05 0.05 -0.137
C 4.497884 -2.525875 2.353122 -0.01 0.05 -0.04 -0.090
C 4.107803 -3.560543 3.190932 -0.02 -0.04 0.03 -0.097
C 2.797843 -4.018243 3.155121 0.02 -0.02 0.01 -0.091
C 1.884688 -3.440100 2.284724 0.12 0.05 0.01 -0.112
H 3.584860 -0.095927 -4.600065 -0.01 0.01 0.01 0.099
H 1.710568 1.248758 -3.731900 -0.01 0.04 0.01 0.090
H 0.623034 0.640818 -1.588792 -0.02 0.02 0.01 0.066
H 3.262709 -2.719986 -1.245148 0.00 0.00 -0.01 0.101
H 4.360847 -2.079449 -3.350428 -0.01 -0.01 0.01 0.101
H 0.018321 -2.686112 0.047689 -0.04 0.09 -0.05 -0.016
H 3.897218 -1.139803 0.839943 0.00 -0.01 -0.01 0.102
H 5.521023 -2.170451 2.370902 0.00 0.00 0.00 0.101
H 4.823985 -4.012327 3.865768 0.00 0.00 0.00 0.098
H 2.490473 -4.830787 3.802111 0.00 0.00 0.00 0.099
H 0.868274 -3.810433 2.259409 -0.10 -0.04 0.01 0.092
```
Positions in Å, forces in eV/Å.

Energy relative to the best compared isomer or geometry (same formula, charge and spin) ... 49.0 kcal/mol
Highest occupied orbital energy (alpha / beta) ... -7.6 / -7.6 eV
Gap between HOMO and LUMO (alpha / beta) ... 7.45 / 7.46 eV

Below is a single C25H32N2O5 molecule, with properties calculated with ωB97M-V with the def2-TZVPD basis set.

```
64
Properties=species:S:1:pos:R:3:forces:R:3:lowdin_charge:R:1
C -6.350883 -2.858155 -0.044581 0.16 0.37 -0.14 -0.062
C -6.250935 -1.602092 -0.906466 -0.26 -0.38 -0.06 -0.246
O -5.328864 -0.662932 -0.398259 0.32 0.18 0.12 -0.035
C -3.991901 -0.894945 -0.524175 0.00 0.14 0.09 -0.193
C -3.406023 -1.905175 -1.265019 -0.31 0.08 0.04 -0.015
C -2.023836 -2.024455 -1.338522 0.18 0.10 0.07 -0.040
C -1.202156 -1.134061 -0.678288 0.04 -0.14 -0.19 -0.234
C 0.295926 -1.238884 -0.754052 0.00 -0.01 0.25 -0.121
C 0.908904 -1.539465 0.615188 -0.18 -0.09 -0.02 -0.149
N 2.350905 -1.475558 0.559342 -0.27 0.25 -0.28 0.092
C 3.153997 -2.389913 1.136664 0.57 0.22 0.00 -0.475
O 2.744346 -3.368462 1.723993 -0.07 -0.36 0.20 0.071
C 4.650200 -2.092806 0.996659 -0.09 -0.22 0.11 -0.177
C 5.104172 -2.219250 -0.463288 0.03 -0.06 -0.04 -0.022
C 5.094098 -0.794213 -0.993277 0.07 -0.36 0.01 -0.469
O 5.149187 -0.444056 -2.150787 -0.01 0.12 -0.43 0.071
N 5.012994 0.036699 0.069596 0.00 0.15 0.29 -0.059
C 4.898985 1.475741 -0.057265 -0.03 0.01 -0.25 -0.087
C 3.451683 1.884916 -0.178952 0.15 0.03 -0.03 -0.218
C 2.814900 1.789764 -1.409239 0.09 0.04 0.11 -0.027
C 1.479544 2.124342 -1.553846 -0.31 0.16 -0.05 -0.022
C 0.751779 2.565837 -0.452857 0.11 -0.03 0.09 -0.285
O -0.557120 2.935946 -0.481184 0.30 0.05 0.29 -0.113
C -1.259585 2.845584 -1.699924 -0.13 -0.06 -0.26 -0.074
C 1.383189 2.644350 0.789973 -0.25 0.02 -0.08 0.002
C 2.714488 2.307986 0.921716 -0.01 0.00 -0.11 -0.035
C 4.979788 -0.633525 1.348772 0.22 -0.02 0.30 -0.097
C -1.784992 -0.113914 0.073086 -0.18 0.08 0.09 0.019
C -3.158182 0.018581 0.163127 -0.14 -0.09 -0.02 -0.180
O -3.804133 0.981543 0.870901 -0.15 -0.18 -0.17 -0.028
C -3.045960 1.856562 1.683243 0.15 0.32 0.25 -0.249
C -4.023177 2.777881 2.396967 0.18 -0.35 -0.25 -0.059
H -7.112493 -3.520782 -0.446729 -0.08 -0.10 -0.03 0.076
H -5.400745 -3.385801 -0.016252 0.03 -0.10 0.02 0.067
H -6.620617 -2.583601 0.971948 -0.04 -0.01 0.09 0.080
H -7.206961 -1.070804 -0.897536 0.13 -0.08 -0.09 0.123
H -6.012594 -1.861342 -1.946184 -0.04 0.09 0.07 0.115
H -4.012986 -2.617784 -1.800165 -0.13 -0.05 -0.01 0.106
H -1.596113 -2.824933 -1.923167 0.07 -0.08 -0.07 0.110
H 0.710317 -0.291312 -1.113190 0.01 -0.09 -0.05 0.096
H 0.580340 -2.021749 -1.458535 0.05 0.02 -0.03 0.122
H 0.540325 -0.814409 1.350800 -0.04 -0.12 -0.03 0.123
H 0.640398 -2.542053 0.954528 -0.03 0.14 0.00 0.130
H 2.744351 -0.680230 0.079441 0.11 0.01 0.08 0.118
H 5.170468 -2.795942 1.648478 -0.14 0.10 -0.04 0.146
H 4.455909 -2.858251 -1.061449 0.05 0.05 -0.05 0.133
H 6.120626 -2.610331 -0.537436 0.00 0.02 -0.03 0.131
H 5.369945 1.942311 0.811003 0.01 -0.01 -0.08 0.131
H 5.440009 1.761097 -0.963900 0.01 0.03 0.16 0.133
H 3.373053 1.443456 -2.266315 0.08 -0.03 -0.10 0.115
H 1.021874 2.046353 -2.527236 -0.08 -0.01 -0.08 0.111
H -0.817882 3.491879 -2.464255 0.00 -0.02 0.03 0.098
H -1.298437 1.813325 -2.061926 0.01 0.04 0.01 0.095
H -2.271538 3.183903 -1.483367 0.04 -0.03 -0.05 0.098
H 0.808729 2.983780 1.637801 -0.08 0.05 0.11 0.119
H 3.188717 2.388843 1.889487 0.06 0.02 0.11 0.114
H 4.227383 -0.186438 2.004851 0.04 -0.03 -0.02 0.128
H 5.958076 -0.555363 1.841671 -0.12 -0.01 0.03 0.131
H -1.144423 0.586348 0.584274 0.05 0.15 0.09 0.102
H -2.349642 2.445032 1.071979 -0.03 -0.15 0.07 0.105
H -2.465379 1.277619 2.416260 -0.01 0.03 -0.13 0.131
H -4.709792 2.193361 3.002980 -0.07 -0.02 0.09 0.078
H -3.481439 3.470644 3.034845 0.04 0.08 0.07 0.075
H -4.600789 3.339316 1.668040 -0.06 0.10 -0.04 0.077
```
Positions in Å, forces in eV/Å.

Energy relative to the best compared isomer or geometry (same formula, charge and spin) ... 14.5 kcal/mol
Highest occupied orbital energy ... -7.9 eV
Gap between HOMO and LUMO ... 8.56 eV

Below is a molecular structure, C25H32N6S2Tl in a non-equilibrium geometry, with properties calculated with ωB97M-V with the def2-TZVPD basis set.

```
66
Properties=species:S:1:pos:R:3:forces:R:3:lowdin_charge:R:1
Tl 0.335133 0.200250 0.082962 0.90 1.35 -0.28 0.634
C 0.139933 0.562550 3.680162 -0.14 0.26 0.15 -0.215
C -0.740567 1.753050 3.290762 0.16 -0.16 0.10 -0.224
N -0.439067 2.148550 1.940562 -0.09 0.45 0.09 -0.130
C -1.451367 2.930750 1.275662 0.10 0.03 0.24 -0.233
C -2.537167 2.065550 0.707262 -0.16 0.11 0.00 -0.256
C -3.700867 2.630450 0.192062 -0.09 -0.07 -0.07 -0.022
C -4.643367 1.800850 -0.384738 0.10 -0.12 0.08 -0.074
C -4.417267 0.429350 -0.402038 0.05 0.08 -0.03 -0.045
C -3.231767 -0.053450 0.141462 -0.33 0.15 -0.13 -0.268
C -2.939767 -1.546350 0.169662 0.03 0.02 0.05 -0.166
N -1.642667 -1.874950 0.686462 -0.30 -0.61 -0.28 -0.116
C -1.524467 -2.397650 2.014362 -0.13 0.35 0.37 -0.215
C -1.327667 -1.285550 3.054562 0.05 -0.31 -0.05 -0.223
N -0.098367 -0.564650 2.799962 0.13 -0.37 0.26 -0.117
N -2.317667 0.753450 0.658862 -0.30 0.05 0.31 0.100
H -0.036967 0.305650 4.743662 0.06 0.07 -0.11 0.110
H 1.183033 0.863650 3.561662 0.03 0.00 0.03 0.111
H -0.595867 2.566050 4.030462 -0.07 -0.16 -0.10 0.118
H -1.792467 1.460550 3.328562 -0.05 0.03 0.09 0.103
H 0.479233 2.574550 1.867962 0.20 -0.02 -0.27 0.053
H -0.962067 3.412650 0.414262 0.04 0.09 0.07 0.009
H -1.889067 3.717650 1.917562 -0.06 -0.07 -0.10 0.124
H -3.846267 3.700450 0.230062 0.02 0.08 0.01 0.111
H -5.547467 2.212450 -0.812638 -0.06 0.02 -0.02 0.098
H -5.144267 -0.244950 -0.835138 -0.03 -0.08 -0.01 0.102
H -3.036367 -1.920950 -0.857038 -0.03 -0.03 0.10 0.115
H -3.736967 -2.025950 0.768662 0.13 0.00 -0.15 0.122
H -1.018667 -2.276850 0.003362 -0.06 0.11 0.06 0.043
H -0.655167 -3.058550 2.050562 -0.01 -0.11 0.01 0.106
H -2.420267 -2.980950 2.305962 0.21 -0.02 -0.03 0.109
H -1.341967 -1.728050 4.070362 -0.12 0.04 -0.06 0.113
H -2.161967 -0.588550 2.972662 -0.03 0.01 0.04 0.102
H 0.687133 -1.205850 2.841862 -0.09 0.08 0.03 0.084
C 4.589333 3.404650 -0.553538 0.01 0.08 0.00 -0.199
C 3.147433 2.958050 -0.436038 -0.50 0.80 -0.75 -0.878
S 2.895733 1.770450 0.800462 -0.32 -0.84 0.71 0.328
C 2.181333 3.516350 -1.219538 1.03 -0.18 0.29 -0.864
C 2.448933 4.687150 -2.139338 0.15 -0.16 0.06 -0.193
S 0.528933 3.010850 -1.315438 -0.89 -0.40 -0.10 0.408
H 5.221033 2.727050 0.016262 0.03 0.02 0.00 0.022
H 4.728633 4.411950 -0.152238 0.12 0.11 -0.01 0.062
H 4.924233 3.391250 -1.592038 0.10 0.11 -0.10 0.057
H 3.485833 5.016650 -2.151738 0.16 0.04 0.03 0.041
H 1.820833 5.526850 -1.831638 -0.01 0.07 -0.02 0.051
H 2.148633 4.426950 -3.155538 0.00 0.05 -0.12 0.045
C -0.707767 -1.265750 -4.368338 0.56 -0.43 -0.08 -0.043
C 0.323333 -2.144750 -4.718438 -0.66 0.54 -0.13 -0.069
C 1.027833 -2.778050 -3.724438 0.22 -0.06 0.88 -0.017
C 0.706133 -2.531950 -2.372038 -1.27 1.10 -1.64 -0.211
N -0.299367 -1.679450 -2.050338 0.76 -1.33 0.03 0.043
C -0.961167 -1.078750 -3.020538 -0.29 0.23 -0.29 -0.143
C 1.462333 -3.111050 -1.288538 1.13 -0.84 1.90 -0.201
C 2.261433 -4.263450 -1.459738 -0.64 0.59 -0.39 -0.021
C 3.000933 -4.744350 -0.409838 0.23 0.16 0.88 -0.073
C 2.981233 -4.053150 0.808562 -0.04 -0.32 -0.65 -0.049
C 2.149633 -2.949250 0.901562 0.29 -0.16 0.41 -0.143
N 1.392133 -2.502250 -0.076938 -0.28 -0.69 -1.42 0.061
H -1.273067 -0.737750 -5.120238 -0.06 0.06 -0.01 0.101
H 0.572633 -2.305950 -5.760038 0.01 -0.02 0.03 0.103
H 1.852533 -3.427950 -3.981138 0.03 0.01 0.02 0.100
H -1.740167 -0.399050 -2.695338 -0.04 0.11 -0.01 0.113
H 2.256233 -4.788250 -2.405438 0.03 0.02 0.00 0.101
H 3.585033 -5.651350 -0.514738 0.02 0.07 -0.04 0.103
H 3.579033 -4.379950 1.646262 -0.02 0.02 0.07 0.099
H 2.083533 -2.390950 1.829262 0.08 0.00 0.05 0.101
```
Positions in Å, forces in eV/Å.

Highest occupied orbital energy ... -1.5 eV
Gap between HOMO and LUMO ... 3.48 eV
Charge ... -1

Below is 2 unconnected molecules or ions with the total composition C25H32NO8 in a non-equilibrium geometry, with properties calculated with ωB97M-V with the def2-TZVPD basis set.

```
66
Properties=species:S:1:pos:R:3:forces:R:3:lowdin_charge:R:1
C 4.754698 -0.939872 0.428589 -0.08 0.72 0.60 -0.107
C 4.867435 -2.000568 -0.723464 0.45 1.39 -0.48 -0.220
N 3.811840 -3.078818 -0.662293 -0.46 1.56 0.63 0.039
C 2.578387 -2.390315 -0.403657 -0.79 0.12 0.84 -0.153
C 1.855391 -2.507030 0.755330 0.13 0.48 -1.21 -0.170
O 2.272943 -3.326838 1.806453 -0.83 0.24 -0.81 0.038
C 0.547615 -1.655626 0.908036 1.07 0.10 -0.04 -0.240
O -0.451844 -2.096267 1.427332 0.43 0.44 -0.11 0.103
C 0.673692 -0.183393 0.363976 0.66 -0.37 -0.95 -0.041
C 0.069557 1.063375 1.084017 0.75 -0.44 0.09 -0.105
C -0.304350 0.845051 2.600255 -0.32 0.72 0.49 -0.172
C -1.803407 1.182767 2.970937 -0.22 -1.31 0.84 -0.207
C -2.869437 0.730786 1.900019 -0.69 1.61 -0.50 -0.192
C -3.387372 2.063426 1.157076 1.29 -0.13 -0.31 -0.223
C -3.542728 1.890196 -0.405598 -0.89 -0.13 1.30 -0.205
C -4.579391 0.697049 -0.647407 1.20 1.67 -0.51 -0.170
C -5.174016 0.875509 -2.098434 1.42 -0.35 1.09 -0.169
O -6.394647 0.098160 -2.201198 0.11 -0.92 0.80 -0.047
C -6.171495 -1.233917 -1.858564 -0.10 -1.04 0.04 -0.497
C -7.183616 -2.012799 -0.936475 0.00 0.79 -0.20 0.009
O -5.220847 -1.857945 -2.257712 -0.24 0.78 0.03 0.093
C 1.362862 -0.082011 -0.815128 0.10 0.21 0.51 -0.062
C 1.626369 1.230191 -1.569964 -0.31 0.86 -1.90 -0.139
C 2.299036 2.403777 -1.020227 -0.71 -0.39 -1.75 -0.036
C 2.538330 3.592380 -1.841829 -0.77 -1.75 -0.48 -0.082
C 2.126778 3.637935 -3.241634 -0.47 -1.99 1.49 -0.089
C 1.430519 2.464029 -3.801468 0.91 0.28 1.95 -0.075
C 1.185673 1.273027 -2.981178 1.05 2.19 0.26 -0.016
C 1.975656 -1.387534 -1.454342 0.43 -0.13 1.19 -0.244
O 2.015970 -1.598677 -2.639753 0.02 0.29 0.51 0.113
H 4.363088 -1.366744 1.392083 0.58 0.18 -1.04 0.071
H 5.750702 -0.482713 0.678573 -0.85 -0.67 -0.34 0.087
H 4.077512 -0.065016 0.185103 0.50 -0.94 -0.13 0.059
H 5.900935 -2.422102 -0.729122 -1.09 -0.07 0.19 0.114
H 4.742940 -1.433729 -1.694363 0.07 -0.81 0.80 0.110
H 4.052213 -3.603298 0.186689 -0.19 0.08 -0.27 0.108
H 2.217977 -4.258341 1.532683 0.02 0.42 0.14 0.120
H -0.760778 1.452748 0.443289 0.48 -0.33 0.74 0.103
H 0.869590 1.854478 1.059640 -0.92 -0.83 -0.11 0.099
H -0.088233 -0.178981 2.993480 -0.10 0.79 -0.75 0.105
H 0.337197 1.543564 3.213782 -0.57 -0.78 -0.61 0.112
H -1.921300 2.262279 3.275918 0.02 -1.02 -0.65 0.105
H -2.032233 0.599563 3.913536 0.36 0.66 -0.83 0.106
H -3.771725 0.232494 2.348993 1.04 0.32 -0.21 0.109
H -2.476190 0.043926 1.109570 0.02 0.42 0.92 0.096
H -4.317090 2.465751 1.648080 0.78 -0.43 -0.60 0.111
H -2.567809 2.826611 1.312232 -0.98 -0.56 -0.11 0.098
H -3.930404 2.872837 -0.799629 0.32 -1.01 0.12 0.108
H -2.535452 1.697885 -0.853269 -0.88 0.04 0.22 0.106
H -3.977433 -0.242518 -0.525172 -1.03 0.66 -0.15 0.117
H -5.355578 0.816774 0.161998 0.52 -0.40 -1.01 0.129
H -5.357534 1.972558 -2.249526 -0.47 -1.28 -0.09 0.125
H -4.382069 0.532255 -2.823700 -1.03 0.30 0.49 0.136
H -7.879022 -1.333751 -0.386004 0.44 -0.61 -0.60 0.078
H -6.597393 -2.616180 -0.193400 -0.35 0.73 -0.82 0.093
H -7.731601 -2.747260 -1.577430 0.30 0.75 0.52 0.086
H 2.629087 2.343592 0.042077 -0.12 0.28 -1.07 0.105
H 3.071971 4.434118 -1.348798 -0.50 -0.64 -0.64 0.093
H 2.351897 4.546098 -3.850034 -0.32 -0.99 0.54 0.091
H 1.126267 2.486103 -4.876936 0.24 -0.12 1.16 0.093
H 0.684415 0.419960 -3.488935 0.51 0.64 0.81 0.106
C 6.894788 -2.460981 3.031974 1.03 -0.10 -0.63 -0.840
O 6.202943 -2.747011 2.013914 0.24 -0.23 -0.21 -0.105
O 6.105758 -2.328297 4.164744 -0.64 -0.03 0.08 0.005
O 8.110308 -2.289099 3.161273 -0.27 0.01 -0.03 -0.044
H 5.282655 -2.523620 3.684992 -0.32 0.09 0.78 0.070
```
Positions in Å, forces in eV/Å.

Highest occupied orbital energy ... -4.6 eV
Gap between HOMO and LUMO ... 6.11 eV
Charge ... -1